Entry from OMol25: a cluster of 2 separate species, C4H7N3 in total in a non-equilibrium geometry (the ωB97M-V functional and the def2-TZVPD basis).

**SMILES**: [H]/N=C/C#N.C=CN
**Frontier orbital gap**: 8.77 eV
**Spin multiplicity**: 1
**E**: -8728.927 eV
**Relative energy (zero: lowest compared OMol25 entry of this formula, charge and spin)**: 2.752 eV

Structure (XYZ):
```
14
Properties=species:S:1:pos:R:3:nbo_charge:R:1
H -1.58450 1.76640 -1.82523 0.3557
N -1.92714 1.58933 -0.89644 -0.5424
C -2.06109 0.44721 -0.49974 0.0173
C -2.59289 0.22122 0.77179 0.2169
N -3.06322 -0.20244 1.73140 -0.2823
H -1.66625 -0.57914 -0.75370 0.2156
C 0.63639 -0.50936 -1.15472 -0.5856
C 0.65732 -0.40639 0.20414 0.0338
N 0.51614 -1.35385 1.15613 -0.8218
H 0.83495 0.31880 -1.76908 0.2082
H 0.54697 -1.45204 -1.64826 0.1941
H 0.86663 0.64507 0.67078 0.2019
H 0.78420 -1.26004 2.15581 0.4011
H 0.39858 -2.34344 1.01460 0.3874
```

Entry from OMol25: a structure of composition C12H8Cl3IrN3O2Si in a non-equilibrium geometry (the ωB97M-V functional and the def2-TZVPD basis).

**Net charge**: +1
**Frontier orbital gap**: 8.46 eV
**Spin multiplicity**: 1
**E**: -69422.795 eV

Structure (XYZ):
```
30
Properties=species:S:1:pos:R:3:nbo_charge:R:1
Ir -0.57139 -0.31940 -0.20694 0.5863
O 2.60592 0.24165 2.12671 -0.4755
C 1.69897 -0.15400 1.45804 0.6420
N 0.78845 0.63166 0.73716 -0.6076
C 0.72430 2.03163 0.68148 0.6421
O 1.51546 2.80132 1.13695 -0.4733
C -0.53810 2.49247 -0.04608 0.1150
C -0.83150 3.82952 -0.16615 -0.1803
C -2.00022 4.19526 -0.82419 -0.1156
C -2.83102 3.21028 -1.33366 -0.2179
C -2.47305 1.88224 -1.18361 0.0692
N -1.35365 1.53334 -0.54823 -0.4553
C 1.37260 -1.64423 1.33070 0.1165
C 2.17054 -2.58670 1.93148 -0.1812
C 1.82343 -3.92721 1.80628 -0.1150
C 0.68277 -4.27101 1.09957 -0.2184
C -0.07739 -3.27222 0.51628 0.0676
N 0.26230 -1.98696 0.62850 -0.4580
H -0.14392 4.55106 0.25302 0.2697
H -2.25846 5.23940 -0.93738 0.2473
H -3.74614 3.45898 -1.85108 0.2514
H -3.08254 1.07797 -1.57428 0.2258
H 3.04045 -2.25505 2.48132 0.2699
H 2.43678 -4.69442 2.25891 0.2472
H 0.37888 -5.30187 0.98948 0.2514
H -0.97263 -3.49034 -0.04924 0.2281
Cl 2.07851 -1.60075 -2.26715 -0.3069
Si 0.28095 -0.68215 -2.23312 1.2243
Cl -1.27511 -1.92214 -2.75500 -0.3332
Cl 0.29482 0.93167 -3.45976 -0.3156
```

Entry from OMol25: a structure of composition C28H35B2F4N6V in a non-equilibrium geometry (the ωB97M-V functional and the def2-TZVPD basis).

**Net charge**: -1
**Frontier orbital gap (spin up / spin down)**: 6.74 / 7.35 eV
**Spin multiplicity**: 4
**E**: -76466.462 eV
**<S²>**: 3.763
**Relative energy (zero: lowest compared OMol25 entry of this formula, charge and spin)**: 1.866 eV

Structure (XYZ):
```
76
Properties=species:S:1:pos:R:3:mulliken_spin:R:1
V -0.22830 0.04357 0.49111 2.8093
C 2.29813 2.76330 -0.74665 0.0749
C 2.22420 3.38480 0.64278 -0.0171
C 3.61593 3.42235 1.28404 -0.0003
C 1.21371 2.82083 1.61614 0.0522
C 1.02464 3.34881 2.91620 0.0025
C -0.07656 2.70088 3.41415 0.0093
N -0.49904 1.81738 2.49794 -0.0148
N 0.30120 1.88447 1.38056 0.0822
B -1.97174 1.28094 2.32085 -0.1419
N -2.44183 1.69793 0.87569 0.0644
C -3.52661 2.39307 0.51484 0.0207
C -3.62125 2.38001 -0.86325 -0.0003
C -2.51412 1.62361 -1.29209 0.0675
N -1.80791 1.22386 -0.24532 -0.1661
C -2.11713 1.21931 -2.68784 0.0574
C -0.70734 1.69974 -3.03372 0.0145
C -3.13098 1.69887 -3.72229 0.0030
N -2.10005 -0.27535 2.40040 -0.0254
C -2.33160 -1.08625 3.45186 0.0141
C -2.63532 -2.34037 2.97686 -0.0051
C -2.56296 -2.22750 1.57542 0.0082
N -2.23493 -0.99024 1.23581 0.0528
C -2.87529 -3.24000 0.50131 -0.0028
C -2.71999 -4.67266 1.00969 0.0016
C -2.05810 -2.99217 -0.76775 0.0060
H 2.83208 3.45131 -1.41021 0.0006
H 1.30937 2.58284 -1.16659 -0.0100
H 2.82471 1.81039 -0.73432 -0.0107
H 1.88928 4.41735 0.50391 0.0010
H 3.96111 2.40262 1.47608 0.0008
H 3.63590 3.97410 2.22573 0.0000
H 4.32884 3.89530 0.60345 0.0001
H 1.60407 4.11694 3.40337 0.0009
H -0.60101 2.80663 4.35174 0.0007
H -2.66195 1.81197 3.15833 0.0030
H -4.15456 2.84442 1.26708 0.0014
H -4.37533 2.85368 -1.47081 0.0015
H -2.11508 0.12533 -2.71294 -0.0143
H -0.68095 2.79392 -3.08030 0.0049
H -0.39107 1.30515 -4.00305 -0.0006
H 0.02638 1.37515 -2.29655 0.0367
H -3.17710 2.79277 -3.74287 -0.0001
H -4.13667 1.32009 -3.52065 0.0000
H -2.83634 1.35981 -4.71815 -0.0003
H -2.26945 -0.71127 4.46348 0.0016
H -2.84331 -3.22390 3.55945 0.0006
H -3.92827 -3.08887 0.24622 0.0006
H -1.70265 -4.85133 1.36066 0.0001
H -2.94097 -5.37999 0.20479 -0.0002
H -3.40892 -4.88302 1.83440 -0.0001
H -0.99539 -3.16882 -0.58353 -0.0044
H -2.19108 -1.96817 -1.12543 0.0252
H -2.38263 -3.66810 -1.56396 0.0012
C 3.26828 -2.18626 -3.59972 -0.0063
C 1.90149 -1.81479 -3.51795 0.0238
C 1.43487 -1.20606 -2.38879 0.0242
C 2.26927 -0.93148 -1.26511 -0.2801
C 1.73695 -0.28002 -0.09786 -0.1044
C 2.62374 -0.12205 0.94901 0.1757
C 3.97674 -0.55277 0.89817 -0.0026
C 4.47804 -1.11671 -0.23739 0.0302
C 3.62679 -1.32602 -1.35547 -0.0259
C 4.10119 -1.94561 -2.54519 0.0067
H 3.64587 -2.66893 -4.49400 -0.0007
H 1.23090 -2.02617 -4.34373 0.0013
H 0.38535 -0.93334 -2.31958 0.0828
H 2.29563 0.33146 1.88012 -0.0023
H 4.61497 -0.43092 1.76807 -0.0016
H 5.51307 -1.44154 -0.29487 0.0015
H 5.14540 -2.24158 -2.59308 0.0000
F 2.21268 -2.99228 2.41189 0.0008
B 0.94829 -3.18440 1.85398 0.0308
F 1.01646 -3.81423 0.59740 -0.0032
F 0.12363 -3.91725 2.73906 0.0011
F 0.31463 -1.87456 1.67896 0.0415
```

Entry from OMol25: a structure of composition C2H6N2S in a non-equilibrium geometry (the ωB97M-V functional and the def2-TZVPD basis).

**Frontier orbital gap (spin up / spin down)**: 7.59 / 7.60 eV
**Spin multiplicity**: 1
**E**: -15981.197 eV
**Relative energy (zero: lowest compared OMol25 entry of this formula, charge and spin)**: 5.601 eV

Structure (XYZ):
```
11
Properties=species:S:1:pos:R:3:nbo_charge:R:1
C -1.14576 0.89935 0.46207 -0.0286
C 0.03409 0.30019 -1.91105 -0.8221
N -1.02530 -0.30196 0.66815 -0.7219
N 1.88667 -0.16870 -0.21379 -1.0262
S 0.55218 -0.91048 -0.91546 0.8356
H -1.86193 1.62564 0.93866 0.1585
H 0.55940 1.02551 -2.44525 0.2269
H -0.77330 -0.10450 -2.48875 0.2113
H -1.51027 -1.12374 1.14929 0.3865
H 1.77919 0.73519 0.10637 0.3830
H 2.54755 -0.65181 0.42463 0.3969
```

Entry from OMol25: a cluster of 2 separate species, C16H17Cl2IO3 in total in a non-equilibrium geometry (the ωB97M-V functional and the def2-TZVPD basis).

**SMILES**: Cc1cccc(CC2=C(CCCI)C(=O)OC2=O)c1.ClCCl
**Frontier orbital gap**: 7.23 eV
**Spin multiplicity**: 1
**E**: -56141.440 eV

Structure (XYZ):
```
39
Properties=species:S:1:pos:R:3:nbo_charge:R:1
C 3.07768 -2.88851 1.61772 -0.6710
C 2.82184 -1.96057 0.25533 0.0175
C 3.57099 -2.34361 -1.16590 -0.2519
C 3.29554 -1.35785 -2.44997 -0.2129
C 2.27387 -0.05883 -2.30791 -0.2552
C 1.49556 0.34227 -0.90395 -0.0165
C 0.43444 1.62930 -0.78150 -0.4698
C -0.63818 1.17814 0.40751 -0.0412
C -1.82114 0.27638 0.35664 -0.0495
C -2.40251 -0.49735 -0.98467 -0.4661
C -3.36156 -1.78183 -0.63389 -0.4394
C -2.95554 -3.02820 -1.63024 -0.5260
I -1.27203 -4.07708 -0.61997 0.0683
C -2.48027 0.15827 1.85776 0.7684
O -3.70032 -0.18117 2.28141 -0.5079
O -1.28415 0.49201 2.69632 -0.5341
C -0.65838 1.61918 1.98692 0.7725
O -0.20847 2.80099 2.41710 -0.5534
C 1.79907 -0.64622 0.39631 -0.2539
H 3.66943 -3.87111 1.37541 0.2354
H 2.03815 -3.15255 2.12953 0.2329
H 3.62956 -2.17668 2.39012 0.2360
H 4.28404 -3.28092 -1.20746 0.2404
H 3.83752 -1.65538 -3.46633 0.2402
H 2.12808 0.57851 -3.30068 0.2335
H 1.04013 2.55659 -0.38958 0.2751
H -0.07160 1.78360 -1.82781 0.2574
H -1.53229 -0.74174 -1.75911 0.2547
H -3.09699 0.30461 -1.53208 0.2402
H -4.48365 -1.47800 -0.89834 0.2268
H -3.30412 -2.14447 0.47724 0.2451
H -2.65523 -2.62052 -2.70294 0.2285
H -3.87916 -3.75202 -1.78926 0.2390
H 1.32792 -0.49161 1.47064 0.2354
Cl 0.85645 7.26704 2.27196 -0.0282
C -0.26333 6.00749 1.73852 -0.4017
Cl -0.31016 5.90355 -0.02566 -0.0386
H 0.06344 5.04638 2.14293 0.2484
H -1.26465 6.24191 2.10785 0.2216
```

Entry from OMol25: a structure of composition C31H25I2N2OPTl in a non-equilibrium geometry (the ωB97M-V functional and the def2-TZVPD basis).

**Net charge**: +1
**Frontier orbital gap**: 7.31 eV
**Spin multiplicity**: 1
**E**: -67757.849 eV

Structure (XYZ):
```
63
Properties=species:S:1:pos:R:3:mulliken_charge:R:1
Tl -0.32125 -0.00118 0.45373 1.8387
I 6.45527 -3.79425 1.25248 0.0964
C 4.66204 -2.72835 1.36940 -0.4251
C 3.88988 -2.78497 2.52135 -0.2458
C 2.73125 -2.03315 2.58781 -0.3665
I 1.50726 -2.11711 4.27901 0.0022
C 2.33388 -1.17283 1.55160 0.2677
O 1.32147 -0.33699 1.73734 -0.4268
C 3.08540 -1.20578 0.36645 0.4518
C 2.63754 -0.39299 -0.81048 -0.7412
N 1.28075 -0.80399 -1.25730 -0.2748
C 1.16896 -2.23022 -1.57825 -0.7025
C -0.13581 -2.85278 -1.14967 0.7358
C -0.63571 -3.96575 -1.81106 -0.9772
C -1.79057 -4.56593 -1.34368 -0.2200
C -2.42160 -4.04564 -0.22190 -0.8623
C -1.87500 -2.92748 0.37093 -0.3459
N -0.75784 -2.34489 -0.08652 -0.1544
C 4.24633 -1.96752 0.29149 -0.5384
H 4.18108 -3.41315 3.35124 0.3946
H 2.57983 0.66491 -0.54258 0.0250
H 3.36081 -0.50179 -1.62246 0.5144
H 1.03684 -0.24960 -2.07162 0.3198
H 1.32268 -2.42053 -2.64126 0.4556
H 1.95909 -2.75039 -1.03268 0.2691
H -0.12149 -4.35278 -2.68129 0.4496
H -2.20030 -5.42904 -1.85180 0.4347
H -3.32023 -4.49222 0.17841 0.4111
H -2.32854 -2.47905 1.24694 0.5856
H 4.83211 -1.96140 -0.62038 0.4330
C 1.37180 7.00460 -1.49783 -0.4454
C 1.00252 5.98133 -2.36198 -0.7601
C 0.70048 4.72747 -1.85591 -0.0306
C 0.74681 4.49552 -0.48000 0.1101
C 1.11950 5.52243 0.38196 -0.2152
C 1.43032 6.77499 -0.13154 -0.7531
P 0.33224 2.82341 0.08842 0.5482
C 0.60222 2.82148 1.89203 0.3739
C -0.40399 2.61714 2.83182 -0.1759
C -0.07615 2.42361 4.16909 -0.6087
C 1.24861 2.43247 4.57434 -0.5599
C 2.25675 2.65740 3.64474 -0.7539
C 1.93563 2.83988 2.31139 -0.3884
C -1.47496 2.69631 -0.05848 -0.1205
C -2.35018 3.72939 -0.38590 -0.5090
C -3.70050 3.45412 -0.57260 -0.8077
C -4.19296 2.16585 -0.42293 -0.5729
C -3.34255 1.11626 -0.07482 -0.8483
C -2.00886 1.42143 0.07748 0.2835
H 1.61731 7.98153 -1.89373 0.4000
H 0.96077 6.15795 -3.42869 0.4054
H 0.42054 3.92314 -2.52796 0.3615
H 1.16204 5.34642 1.44923 0.3564
H 1.71983 7.57277 0.53981 0.4178
H -1.44512 2.63917 2.53379 0.3609
H -0.86300 2.26117 4.89444 0.4341
H 1.49727 2.25884 5.61320 0.4114
H 3.29337 2.65961 3.95581 0.4241
H 2.72514 2.99873 1.58318 0.4724
H -1.97013 4.73920 -0.48800 0.4609
H -4.37536 4.25702 -0.83923 0.4142
H -5.24309 1.95959 -0.58472 0.4122
H -3.72806 0.11306 0.04389 0.4981
```

Entry from OMol25: a cluster of 2 separate species, C5H8S in total in a non-equilibrium geometry (the ωB97M-V functional and the def2-TZVPD basis).

**SMILES**: CC(C)=S.C#C
**Frontier orbital gap (spin up / spin down)**: 8.34 / 8.33 eV
**Spin multiplicity**: 1
**E**: -16146.387 eV
**Relative energy (zero: lowest compared OMol25 entry of this formula, charge and spin)**: 3.251 eV

Structure (XYZ):
```
14
Properties=species:S:1:pos:R:3:nbo_charge:R:1
C -0.95621 -0.31910 0.98535 -0.7124
C -0.66486 0.73193 0.01806 0.0513
C -0.84332 0.51546 -1.41535 -0.7209
S -0.09308 2.24713 0.48753 -0.0401
H -1.99564 -0.34635 1.04189 0.2371
H -0.40097 -0.02555 1.93266 0.2433
H -0.59640 -1.25928 0.78869 0.2318
H -1.75937 0.92640 -1.73175 0.2502
H -0.93787 -0.53707 -1.63194 0.2050
H -0.01304 0.98632 -1.88020 0.2508
C 1.74412 -0.69613 -0.16443 -0.2536
C 2.35574 -0.66980 0.85061 -0.2088
H 1.40084 -0.83947 -1.13275 0.2252
H 2.76005 -0.71450 1.85163 0.2413
```

Entry from OMol25: the molecule C5H8N2O2S in a non-equilibrium geometry (the ωB97M-V functional and the def2-TZVPD basis).

**Frontier orbital gap (spin up / spin down)**: 7.62 / 7.33 eV
**Spin multiplicity**: 3
**E**: -23218.733 eV
**<S²>**: 2.011
**Relative energy (zero: lowest compared OMol25 entry of this formula, charge and spin)**: 2.928 eV

Structure (XYZ):
```
18
Properties=species:S:1:pos:R:3:mulliken_spin:R:1
C 1.92581 -1.43475 -0.10728 0.0370
C 0.49633 -0.67952 0.35293 0.4845
C -2.52611 -0.76450 -0.48644 0.0494
C 2.43058 1.39457 -0.29881 0.0446
C -1.77783 -0.70467 0.84745 -0.0113
N 2.90339 -1.92111 -0.43044 0.0920
N -0.50371 -1.33142 0.65002 1.0310
O 0.33116 1.82332 1.27935 0.0594
O -0.09941 1.40929 -1.11676 0.0761
S 0.67080 1.12745 0.06739 0.0777
H -1.99539 -0.17264 -1.22917 -0.0043
H -2.59709 -1.79219 -0.83417 -0.0052
H -3.52438 -0.35726 -0.36379 -0.0016
H 2.56428 2.45952 -0.44404 -0.0019
H 3.01316 1.04346 0.54399 -0.0015
H 2.67754 0.85492 -1.20391 0.0023
H -2.30629 -1.29154 1.60201 0.0247
H -1.68285 0.33707 1.17167 0.0472
```